A structure of composition C2AuO4 in a non-equilibrium geometry. Source: OMol25; level of theory: ωB97M-V/def2-TZVPD.

Values from the calculation:
- spin multiplicity = 3
- LUMO energy (spin up / spin down) (eV) = -7.30 / -7.94
- net charge = +1
- HOMO energy (spin up / spin down) (eV) = -15.70 / -16.31
- E (eV) = -13939.206

Last column: Mulliken charge in e.
Positions of all 7 atoms, in Å:
O: -3.13454 0.13621 -0.32141  -0.091
C: -2.20866 0.29560 0.33626  0.703
O: -0.93080 0.21777 0.30094  -0.456
O: 1.85856 0.83266 -0.75769  -0.301
C: 2.18815 0.30523 0.40056  0.671
O: 1.88026 -0.96263 0.42357  -0.311
Au: 0.43891 -0.36686 -0.77897  0.785